1.
Here is 2 unconnected molecules or ions with the total composition C4H12NO2 in a non-equilibrium geometry from the OMol25 dataset. Energies are from ωB97M-V with the def2-TZVPD basis set.

## Properties
relative energy (zero: lowest compared OMol25 entry of this formula, charge and spin) = 0.535 eV
HOMO-LUMO gap = 6.5 eV
LUMO energy = 0.14552 hartree
E = -364.8358 a.u.
molar mass = 106.1 g mol⁻¹
highest occupied orbital energy = -2.5 eV
multiplicity = 1
charge = -1

Geometry as XYZ:
```
19
C4H12NO2 (ωB97M-V with the def2-TZVPD basis set)
C 0.6478 0.0145 2.1126
O -0.3387 0.4585 2.9180
C 0.1690 -0.0196 0.5971
C 1.2732 -0.3815 -0.3759
C 0.7703 -0.5914 -1.8133
N -0.6525 1.1218 0.2963
H 1.0755 -0.9786 2.4012
H 1.4814 0.7848 2.1255
H -0.5070 -0.9005 0.5781
H 1.5927 -1.3727 -0.0330
H 2.1593 0.2561 -0.3635
H 0.2791 -1.5690 -1.8585
H -0.0037 0.0968 -2.1540
H 1.5753 -0.5713 -2.5592
H -0.1022 1.8819 -0.0804
H -1.0680 1.4335 1.1767
H -3.3170 -0.4421 -0.8482
H -2.2215 0.6114 -0.7164
O -2.8131 0.1673 -1.4031
```

=====

2.
Here is 2 unconnected molecules or ions with the total composition C4H12NO2 in a non-equilibrium geometry from the OMol25 dataset. Energies are from ωB97M-V with the def2-TZVPD basis set.

## Properties
relative energy (zero: lowest compared OMol25 entry of this formula, charge and spin) = 1.282 eV
HOMO-LUMO gap = 7.0 eV
LUMO energy = 0.14792 hartree
E = -364.8084 a.u.
molar mass = 106.1 g mol⁻¹
highest occupied orbital energy = -2.9 eV
multiplicity = 1
charge = -1

Geometry as XYZ:
```
19
C4H12NO2 (ωB97M-V with the def2-TZVPD basis set)
C -1.4617 1.2738 -0.7593
C -1.2657 -0.1484 -0.1625
C -1.6110 -0.1138 1.3244
N 0.1091 -0.5573 -0.3513
C 1.2075 -1.0635 0.7253
O 2.3158 -1.2995 0.0779
H -0.5998 1.9169 -0.7311
H -2.3041 1.7363 -0.2183
H -1.8426 1.1680 -1.7773
H -1.9471 -0.8248 -0.7079
H -0.8678 0.5380 1.7946
H -1.2666 -1.0319 1.8237
H -2.6792 -0.0403 1.4875
H 0.3548 -0.8300 -1.2856
H 0.8777 -2.0107 1.1991
H 1.1412 -0.1630 1.3642
H 2.8720 -0.1804 -1.3462
H 3.7278 0.9360 -0.8329
O 3.2396 0.6946 -1.6245
```